# 1
ORCA calculation (the ωB97M-V functional and the def2-TZVPD basis) on a 15-piece molecular cluster, C46H130N8O22 overall in a non-equilibrium geometry.

```
206
Properties=species:S:1:pos:R:3:forces:R:3
C 1.093557 -6.437375 0.930671 0.70 0.19 -0.22
C 2.212214 -6.311777 1.980795 -2.76 -0.76 1.69
C 3.152599 -5.222132 1.702502 2.53 -0.31 -1.07
O 4.222131 -5.248826 2.641210 0.37 0.31 1.54
C 5.196882 -4.230431 2.370781 -2.01 -0.01 -0.35
N 1.505462 -6.049834 3.260031 -0.13 -0.40 -0.19
H 1.492011 -6.579875 -0.073833 0.04 0.10 -0.14
H 0.530518 -5.504615 0.963102 -0.14 0.05 -0.19
H 0.405332 -7.262236 1.115193 0.18 0.03 0.34
H 2.662443 -7.281662 2.192236 0.65 0.10 -0.65
H 2.683509 -4.239110 1.661020 -0.26 0.15 0.02
H 3.738462 -5.412508 0.803266 -0.72 0.16 -1.00
H 4.585137 -3.399392 2.019725 0.43 0.65 -0.21
H 5.833228 -4.546259 1.544091 0.50 0.04 0.28
H 5.663400 -3.888007 3.294476 0.38 -0.52 -0.15
H 0.901008 -5.244243 3.184170 -0.32 0.20 -0.35
H 2.136038 -5.758600 3.993276 0.07 -0.46 0.07
C -5.184495 7.611009 1.407897 0.31 0.13 0.15
C -5.519963 7.135703 -0.014146 0.75 -0.75 1.00
C -5.019961 5.705314 -0.252472 1.19 2.17 -0.99
O -3.613435 5.868220 -0.500152 0.08 -2.62 -0.25
C -3.062770 4.561437 -0.822645 1.75 0.32 0.53
N -6.925507 7.106902 -0.279004 -1.22 0.40 0.08
H -5.798889 7.136997 2.173363 -0.30 -0.17 -0.13
H -5.317430 8.689096 1.498205 -0.14 0.09 -0.04
H -4.157977 7.413265 1.716528 0.14 -0.01 -0.37
H -5.025825 7.802672 -0.720595 0.05 -0.13 -0.15
H -5.372784 5.402138 -1.238227 -0.85 -0.62 0.41
H -5.217517 5.067006 0.608714 -0.08 -0.33 -0.17
H -2.837537 3.950335 0.051387 -0.52 0.18 0.63
H -2.059818 4.711962 -1.222067 -0.11 0.40 -0.34
H -3.547372 3.865496 -1.507431 -0.86 0.75 -0.27
H -7.324860 6.324047 0.218752 -0.12 -0.47 -0.03
H -7.343420 7.879957 0.218825 -0.26 0.48 -0.22
C 2.248407 -2.337543 4.217815 -0.01 1.89 -0.05
C 2.214811 -3.085046 5.512828 0.01 -1.17 -0.47
C 0.811989 -3.178081 6.193446 0.43 0.04 -2.01
O 0.175067 -1.881364 6.148818 -0.54 -0.95 1.66
C -1.157340 -1.921385 6.723673 0.79 0.12 0.11
N 2.775594 -4.425007 5.173004 -1.02 0.90 1.52
H 1.742098 -2.826073 3.385291 -0.39 -0.05 0.27
H 3.245932 -2.094054 3.852095 0.39 -0.54 0.23
H 1.870181 -1.334272 4.413997 -0.63 0.01 -0.42
H 2.887819 -2.655137 6.254678 -0.06 0.63 -0.03
H 1.052035 -3.709468 7.114375 -0.67 0.76 0.95
H 0.130822 -3.833719 5.650998 0.25 -0.39 -0.36
H -1.853744 -2.584622 6.210605 0.09 0.12 -0.75
H -1.517064 -0.893456 6.769144 -0.05 -0.10 -0.29
H -1.205865 -2.309962 7.740901 0.63 0.06 0.32
H 3.271144 -4.319581 4.299264 0.69 -0.44 0.39
H 3.325460 -4.726560 5.964724 0.48 -0.37 -0.51
C 3.208698 2.080779 -6.454802 -0.24 -0.08 -0.02
C 2.041725 1.088258 -6.395927 1.15 -0.46 2.13
C 1.263937 1.284422 -5.023108 -1.24 0.83 -1.78
O 0.055139 0.474675 -4.935265 1.23 -1.16 0.06
C 0.295606 -0.963720 -4.883243 0.28 0.76 1.25
N 1.312421 1.065885 -7.664539 -0.01 -0.17 1.52
H 3.900277 1.815672 -7.254508 -0.22 0.11 -0.13
H 3.816170 2.186716 -5.555985 -0.21 -0.29 0.29
H 2.767215 3.059381 -6.643275 0.17 0.15 -0.24
H 2.370537 0.059598 -6.248143 0.87 -0.02 -0.27
H 0.897402 2.310759 -5.003627 -0.42 0.20 -0.20
H 1.871201 1.273731 -4.118002 0.37 -0.96 -0.07
H 0.764723 -1.395070 -5.767531 0.03 0.26 -0.07
H -0.605987 -1.524445 -4.636670 -0.43 0.56 -0.44
H 0.899246 -1.125980 -3.990271 0.53 -0.24 -0.19
H 0.478238 1.611749 -7.502450 -0.54 0.12 -0.47
H 1.045113 0.092053 -7.647606 -0.80 -0.01 -0.94
C -4.007658 0.051520 -1.653197 -0.09 0.03 0.23
C -5.172604 -0.966386 -1.476112 0.65 1.66 -0.57
C -6.278795 -0.885524 -2.563091 -0.23 0.88 -0.23
O -7.064054 0.287618 -2.423439 0.62 0.26 2.60
C -8.040528 0.527137 -3.379726 0.79 -1.05 -0.54
N -4.517820 -2.244852 -1.376370 -0.17 -1.17 -0.50
H -4.326650 1.074113 -1.854833 -0.17 -0.03 0.37
H -3.237398 -0.149559 -2.397752 -0.49 -0.58 -0.66
H -3.395375 -0.018004 -0.754105 -0.25 0.48 0.39
H -5.589796 -0.758122 -0.490888 -0.47 0.13 -0.13
H -6.915714 -1.769498 -2.531041 -0.13 -0.32 0.12
H -5.892650 -0.782285 -3.577154 0.72 -0.63 -0.22
H -8.459811 1.519331 -3.212873 0.12 -0.15 -0.24
H -8.804268 -0.250555 -3.375714 -0.43 0.02 0.18
H -7.485514 0.380798 -4.306358 -0.56 0.70 -0.90
H -4.027394 -2.406331 -2.244413 0.46 0.08 -0.34
H -5.208377 -2.981622 -1.396414 -0.31 -0.31 0.37
C 1.285062 1.518478 5.114742 1.43 -0.04 -0.75
C 1.337928 3.026745 4.835545 -1.69 -0.31 -0.04
C 1.589581 3.464442 3.376915 0.40 0.14 -0.98
O 1.607218 4.887234 3.254037 1.66 1.34 0.17
C 2.491689 5.400701 2.208202 -1.47 -1.18 0.16
N 0.037387 3.491085 5.306391 -0.74 1.35 0.01
H 2.296495 1.113338 5.145701 0.16 -0.14 0.08
H 0.807881 0.978206 4.297119 -0.37 0.05 0.03
H 0.808460 1.280536 6.065711 -0.08 0.26 -0.16
H 1.996495 3.556498 5.523833 0.69 -0.25 -0.37
H 0.836875 3.253208 2.617364 -0.88 -1.16 0.62
H 2.474287 3.007457 2.933567 0.65 0.09 0.43
H 2.438262 6.487094 2.137489 0.23 -0.09 0.72
H 2.081320 5.084505 1.249188 -0.16 -0.27 -0.38
H 3.489604 4.964429 2.252133 0.17 0.32 0.44
H -0.734125 3.164091 4.742537 -0.01 -0.82 -0.32
H 0.003526 4.473688 5.075216 0.03 0.60 0.38
C 3.928830 -4.448977 -1.693402 -0.94 -0.72 1.62
C 4.137896 -3.870550 -3.018081 0.42 0.43 -0.66
C 2.961279 -3.072820 -3.571368 0.59 0.25 -0.79
O 1.841995 -3.821847 -4.018878 -0.21 -0.67 -0.70
C 2.073129 -4.463900 -5.312045 -0.29 -0.18 1.09
N 5.243309 -2.933981 -2.931986 0.69 1.02 -0.58
H 4.744318 -5.138252 -1.474367 -0.24 -0.30 0.14
H 2.944960 -4.908407 -1.598424 0.05 -0.55 0.07
H 3.955600 -3.691067 -0.910495 0.02 0.27 -0.02
H 4.364564 -4.685277 -3.705782 0.18 0.11 -0.32
H 3.323474 -2.525621 -4.441708 0.30 0.21 -0.09
H 2.679010 -2.304820 -2.851240 -0.47 -0.21 0.22
H 2.348643 -3.739667 -6.078635 0.13 0.09 0.10
H 1.169790 -4.993853 -5.614108 -0.28 0.38 0.20
H 2.809475 -5.262541 -5.222185 0.37 0.27 -0.01
H 4.968808 -2.224862 -2.267236 -0.48 0.57 -0.06
H 6.064426 -3.264140 -2.445304 0.15 -0.95 -0.30
C 1.305291 -1.683369 -0.107010 -0.73 0.83 -0.24
C 1.179567 -0.159634 0.185520 -0.19 -0.88 -0.25
C -0.153546 0.374833 -0.440985 0.65 -0.08 0.33
O -0.547011 1.595591 0.136761 0.05 2.67 -0.58
C 0.136699 2.880616 -0.255447 0.93 -1.89 1.00
N 1.341561 0.076663 1.614911 0.04 0.41 -0.02
H 0.498946 -2.172357 0.439607 0.14 -0.20 0.35
H 2.259755 -2.155027 0.126749 0.01 0.23 0.17
H 1.052185 -1.899237 -1.145006 0.23 0.08 -0.28
H 1.996743 0.428978 -0.231430 0.00 -0.09 -0.63
H -1.029830 -0.255260 -0.288675 0.21 -0.47 0.36
H -0.061918 0.425885 -1.525937 0.23 0.33 -0.29
H 1.031524 2.954572 0.362533 0.49 -0.36 -0.13
H -0.352755 3.800396 0.064790 -1.09 -0.57 -0.49
H 0.466120 2.850338 -1.294031 -0.49 0.10 -0.07
H 0.621664 -0.383740 2.153306 -0.16 -0.55 0.08
H 1.080128 1.042345 1.753557 0.28 0.52 0.23
C -2.430707 -3.725919 0.863910 0.82 -1.68 2.55
C -1.825900 -4.157649 2.289455 -0.26 0.25 -0.83
O -0.527625 -3.671956 2.613665 -0.09 -0.28 -0.72
O -2.774542 -2.385691 0.810659 0.90 0.98 0.66
H -3.374270 -4.260331 0.753528 0.15 -0.72 -0.10
H -1.712745 -4.024374 0.099994 0.09 -0.01 -0.19
H -1.728498 -5.241698 2.348133 -0.06 -0.09 -0.42
H -2.500097 -3.905773 3.108066 -0.41 0.36 -0.13
H -0.525745 -2.713630 2.557028 -0.16 0.43 0.35
H -3.354653 -2.376603 0.045818 -0.87 0.93 -0.93
C -2.755270 2.729737 -4.220173 -0.03 -0.49 0.39
C -3.054468 1.704453 -5.281721 -1.09 0.15 0.52
O -1.992627 1.477368 -6.096182 1.42 -0.04 -1.84
O -1.825190 2.259493 -3.237830 -0.41 0.27 0.44
H -3.680978 2.909267 -3.673421 0.02 0.20 0.13
H -2.438826 3.655360 -4.700976 0.19 0.13 0.07
H -3.853907 2.070916 -5.925691 -0.40 0.02 0.22
H -3.321029 0.744680 -4.839131 -0.65 0.02 0.45
H -1.394852 0.878175 -5.643156 0.58 0.07 -0.04
H -0.964897 2.004002 -3.578742 -0.15 0.01 -0.64
C -1.092520 6.154735 2.112989 -1.68 1.29 -0.12
C -2.239816 5.824103 3.217400 1.67 0.76 -1.28
O -2.946147 4.727997 2.759023 -1.31 -0.68 -0.48
O -1.539207 6.909400 0.933615 0.39 -0.37 1.51
H -0.749829 5.191563 1.734895 0.49 -0.11 0.47
H -0.318394 6.834901 2.468225 0.22 -0.68 0.45
H -2.936062 6.652727 3.346648 0.14 0.11 -0.16
H -1.853188 5.560208 4.201770 0.64 0.45 0.10
H -2.352439 3.973761 2.774462 0.14 -0.52 -0.20
H -2.321709 6.495907 0.561691 -0.49 -0.23 -0.22
C 5.688203 1.163044 2.862017 -1.31 0.04 -0.54
C 4.825808 -0.105484 3.131694 1.04 2.11 -0.11
O 4.311693 -0.501957 1.886975 0.29 -0.84 -0.16
O 4.776604 2.202537 2.324986 1.33 -0.77 1.30
H 6.451698 0.980573 2.105798 0.03 -0.31 -0.08
H 6.223369 1.478598 3.757627 -0.44 0.52 0.07
H 4.019602 0.230814 3.783640 -0.09 -0.20 0.19
H 5.425301 -0.848681 3.657400 -0.10 -0.43 -0.37
H 3.451241 -0.080078 1.830120 -1.00 -0.09 -0.04
H 4.597004 1.945024 1.417779 -0.13 0.03 -0.36
C -2.296474 -3.800650 -4.315175 0.56 0.63 0.35
C -1.423065 -3.773201 -2.995848 -1.45 0.97 -0.08
O -0.540447 -4.797994 -2.841301 0.36 -2.01 0.01
O -3.197668 -2.669845 -4.364369 0.60 -0.02 0.22
H -2.938459 -4.663682 -4.491636 0.50 -0.51 0.58
H -1.612075 -3.716801 -5.159368 0.19 -0.19 -0.12
H -2.082386 -3.790745 -2.128044 -0.42 -0.09 -0.03
H -0.873122 -2.842107 -2.859066 -0.27 0.58 -0.62
H 0.342272 -4.576962 -3.147153 0.31 0.37 -0.27
H -3.135595 -2.360965 -5.271199 -0.32 0.31 0.06
C 4.557339 1.891870 -1.687813 -0.93 -0.25 1.34
C 5.170770 0.515759 -1.352445 -0.89 -0.49 -0.01
O 4.259464 -0.620229 -1.227996 0.22 1.26 -0.65
O 3.813849 2.416871 -0.518137 0.74 -0.95 -0.73
H 3.845536 1.796207 -2.507748 0.02 -0.11 -0.15
H 5.336384 2.597300 -1.976842 0.16 -0.11 0.08
H 5.736842 0.536568 -0.421193 0.29 0.33 -0.12
H 5.787488 0.238731 -2.207440 0.27 0.07 0.16
H 3.770199 -0.544260 -0.405522 0.13 0.04 0.33
H 3.733609 3.371875 -0.574066 0.09 0.09 -0.14
C -2.617577 1.213693 2.887366 -0.27 -0.12 -0.25
C -2.183073 -0.126930 3.471135 2.28 0.04 -0.05
O -1.221429 -0.853689 2.649154 -0.87 0.61 0.20
O -1.574217 2.123679 2.486843 -0.99 -0.45 1.82
H -3.194787 1.654096 3.700377 0.04 0.48 -0.06
H -3.313192 1.084856 2.058141 -0.06 -0.13 -0.24
H -2.980016 -0.818830 3.743610 -0.35 0.39 -0.05
H -1.568230 0.099294 4.342274 -0.30 -0.05 0.35
H -1.744447 -1.151554 1.901267 -0.22 -0.45 -0.74
H -1.133420 1.763793 1.713679 0.20 -0.27 -0.76
```
Forces are in eV/Å.

## Properties
- LUMO energy (eV) = 0.1
- E_HOMO (eV) = -8.1
- 2S+1 = 1



# 2
ORCA calculation (the ωB97M-V functional and the def2-TZVPD basis) on one molecule with the formula C8H16F4OSi in a non-equilibrium geometry.

```
30
Properties=species:S:1:pos:R:3:forces:R:3
C -0.960617 -2.606103 -0.928240 -2.98 -2.70 -1.04
O -0.038312 -1.667271 -0.601826 0.84 0.91 -0.11
Si 0.600969 -0.182600 -0.472670 -1.15 1.18 0.87
C 1.422001 0.563130 -1.977268 -0.16 -3.19 2.90
C 1.808087 -0.243863 1.019040 -0.47 0.59 0.44
C 2.577228 -1.552818 1.264875 -3.36 0.46 3.16
F 3.285139 -1.865626 0.183340 1.05 -0.80 -1.13
C -0.986781 1.080679 0.122015 2.22 -1.05 1.20
C -2.072796 0.992391 -0.871609 -4.41 -2.64 0.31
F -1.676753 1.164520 -2.132303 1.27 1.11 -2.37
C -1.491757 0.553459 1.451156 -0.17 2.03 2.99
F -1.545975 -0.795974 1.644597 -0.35 -1.28 -0.80
C -0.421640 2.493060 0.375468 0.02 0.50 0.02
F -1.281166 3.295500 1.238210 0.54 -0.88 -1.09
H -2.070311 -2.306135 -1.199942 2.08 0.34 0.97
H -1.058355 -3.380430 -0.093546 0.16 1.07 -0.99
H -0.731302 -3.190692 -1.874090 0.45 0.68 1.02
H 0.885464 0.447413 -2.818945 -1.87 -0.19 -3.00
H 1.639638 1.516313 -1.747605 0.80 3.56 0.57
H 2.310071 -0.005397 -2.014081 1.36 -0.56 -0.42
H 2.591763 0.551398 1.065504 -0.83 -0.17 -0.42
H 1.106813 -0.041960 1.885113 0.92 -0.36 -0.59
H 1.771868 -2.355945 1.584500 1.85 1.03 -0.99
H 3.195701 -1.334052 2.175422 0.05 -0.71 -0.96
H -2.619511 -0.050945 -0.971074 1.52 1.24 1.15
H -3.031525 1.567730 -0.714711 1.30 0.51 0.26
H -0.872449 0.860010 2.368982 -0.39 0.30 -1.61
H -2.497161 1.000836 1.706446 0.68 -0.63 -0.50
H 0.564380 2.493556 0.980363 -1.39 -0.10 -1.43
H -0.402714 2.999816 -0.647122 0.44 -0.24 1.58
```
Forces are in eV/Å.

## Properties
- LUMO energy (eV) = 0.8
- E_HOMO (eV) = -9.6
- SMILES = CO[Si@](C)(CCF)C(CF)(CF)CF
- 2S+1 = 1



# 3
ORCA calculation (the ωB97M-V functional and the def2-TZVPD basis) on C5H14NO as an isolated structure in a non-equilibrium geometry.

```
21
Properties=species:S:1:pos:R:3:forces:R:3
C -1.627020 -0.417538 -0.600216 -1.48 -3.79 0.76
C -0.798794 -0.053395 1.857655 -0.58 3.01 0.36
C 1.576274 0.739236 -0.035316 1.20 0.08 -1.71
C -0.700189 -0.799449 0.569572 2.76 -1.46 -1.28
C 1.177134 -0.690090 -0.015141 -6.17 1.99 -0.86
N 0.662121 1.434001 -1.092727 0.69 -0.45 -1.35
O 1.112563 -1.118565 -1.331049 0.41 -3.02 0.47
H -1.325667 -0.799122 -1.622963 -0.15 0.75 1.17
H -1.933643 0.551324 -0.484263 -0.32 3.08 -0.47
H -2.685351 -0.883271 -0.412488 1.89 0.27 -0.38
H -1.112783 1.058058 1.719665 0.76 -1.53 -0.15
H -1.544616 -0.342587 2.552829 -1.25 -0.94 0.26
H 0.047259 -0.024200 2.552790 0.55 -0.23 -0.70
H 1.461027 1.245955 0.939658 0.41 -0.15 -0.73
H 2.586706 0.772714 -0.595932 -1.09 0.41 1.70
H -0.810394 -1.916816 0.719060 0.44 1.18 -0.02
H 1.494440 -1.319791 0.716791 1.84 -1.59 1.75
H 0.680402 2.468415 -0.957795 -0.95 -1.02 0.17
H -0.246625 0.874995 -1.198913 0.79 1.55 0.66
H 1.075590 1.329002 -2.061347 -0.21 -0.14 1.33
H 0.911566 -2.108875 -1.219870 0.44 2.00 -0.97
```
Forces are in eV/Å.

## Properties
- LUMO energy (eV) = -3.3
- E_HOMO (eV) = -12.9
- 2S+1 = 1
- total charge = +1



# 4
ORCA calculation (the ωB97M-V functional and the def2-TZVPD basis) on an isolated ion of composition C8H7N2O2 and charge -1 in a non-equilibrium geometry.

```
19
Properties=species:S:1:pos:R:3:forces:R:3
C 2.407536 -0.565325 -0.260106 1.73 -1.66 -1.07
C 1.279826 -0.144078 0.327946 -0.51 0.09 0.95
C 0.399191 -1.254259 0.332422 -1.89 0.54 -0.71
C -3.098506 -0.367103 0.018201 1.01 -2.02 0.37
C 0.687238 1.008419 1.049622 1.03 0.86 1.44
C -0.907934 0.957213 -0.945160 0.38 0.30 1.82
C -0.707883 1.263428 0.563578 -2.02 -0.08 -1.46
C -1.619832 0.085090 -0.028530 2.66 -0.04 2.09
N 0.959292 -2.305220 -0.161742 0.41 -0.86 -1.03
N 2.251330 -1.931950 -0.558610 -1.98 0.71 1.47
O -3.383768 -1.557281 0.268233 0.05 1.79 -0.26
O -3.720137 0.649146 -0.297549 -0.94 0.61 -0.02
H 3.393799 -0.195383 -0.492550 -0.10 0.63 0.17
H 0.593647 0.738210 2.132026 0.26 0.07 -0.61
H 1.302833 1.951801 1.055045 -0.56 -0.71 -0.33
H -1.290786 1.637509 -1.633452 -1.33 0.85 -0.88
H -0.036973 0.487675 -1.275286 1.29 -0.48 -0.95
H -1.170447 2.144039 1.092503 -0.02 -1.15 -0.99
H 2.661566 -2.601934 -1.186587 0.52 0.58 -0.02
```
Forces are in eV/Å.

## Properties
- LUMO energy (alpha / beta) (eV) = 3.4 / 3.4
- E_HOMO (alpha / beta) (eV) = -4.2 / -4.2
- 2S+1 = 1
- total charge = -1



Per-record energy relative to the best compared isomer or geometry (same formula, charge and spin), eV: 3.2511, 0.7943, 3.3443, 3.9980